This record from OMol25 describes a single C5H12N2O2 molecule. The level of theory is ωB97M-V with the def2-TZVPD basis set.

Computed properties:
SMILES ... CCN(N=O)[C@@H](C)OC
Net charge ... 0
Energy above the lowest of the compared OMol25 structures with the same formula, charge and spin ... 188.3 kcal per mole

XYZ file:
```
21
C5H12N2O2 | OMol25 | ωB97M-V with the def2-TZVPD basis set
C 0.63 2.53 0.23
C -0.57 1.55 -0.41
C 0.74 -0.57 0.08
C 0.88 -1.64 1.02
C -0.69 -1.76 -1.50
H 0.56 2.16 1.41
H 1.70 2.25 -0.23
H 0.12 3.72 0.00
H -1.61 1.97 -0.11
H -0.68 1.41 -1.59
H 1.60 0.10 -0.11
H 1.39 -2.25 0.21
H 1.73 -1.67 1.86
H -0.07 -2.05 1.46
H -1.82 -1.13 -1.65
H -0.83 -2.58 -0.64
H -0.51 -2.40 -2.48
N -0.32 0.39 0.42
N -0.87 0.20 1.59
O -1.91 0.95 1.69
O 0.52 -1.19 -1.24
```